# 1
Molecular formula: C49H30BrCaF4N5O2PS
Method: DFT, the ωB97M-V functional and the def2-TZVPD basis

Its energy above the lowest of the compared OMol25 structures with the same formula, charge and spin is 19.4 kcal/mol. Its multiplicity is 1. The calculation puts the calculated total energy at -182326.31515 eV. The gap between HOMO and LUMO comes out at 6.08 eV. Its charge is -1.

Each line ends with the Löwdin charge.
Positions of all 94 atoms, in Å:
Ca 0.09 0.14 -0.39  1.1784
O 0.16 4.45 -0.89  -0.0251
C 0.47 3.25 -0.94  -0.5724
N -0.26 2.19 -1.26  -0.0523
C -1.52 2.35 -1.89  -0.2125
C -1.82 3.43 -2.74  -0.0403
C -3.00 3.48 -3.46  -0.1230
C -3.92 2.45 -3.36  -0.1236
C -3.66 1.38 -2.51  -0.0389
C -2.48 1.31 -1.76  -0.2104
N -2.13 0.19 -0.96  -0.0294
C -3.07 -0.64 -0.50  -0.5106
O -4.30 -0.52 -0.46  -0.0131
C -2.51 -2.00 -0.06  -0.1911
C -3.39 -3.08 0.02  -0.0144
C -2.88 -4.35 0.24  -0.0645
C -1.51 -4.51 0.35  -0.0647
C -0.71 -3.39 0.29  -0.1428
N -1.19 -2.15 0.11  0.0750
C 1.92 2.93 -0.56  -0.2850
C 2.77 3.99 -0.24  -0.0382
C 4.08 3.73 0.09  -0.0678
C 4.53 2.41 0.07  -0.0650
C 3.62 1.42 -0.25  -0.1341
N 2.34 1.66 -0.56  0.0731
H -1.09 4.23 -2.82  0.0959
H -3.19 4.33 -4.11  0.0860
H -4.84 2.48 -3.92  0.0854
H -4.38 0.59 -2.42  0.0927
H -4.44 -2.87 -0.11  0.1117
H -3.55 -5.20 0.29  0.1005
H -1.06 -5.49 0.50  0.1001
H 0.37 -3.47 0.39  0.1017
H 2.35 4.99 -0.25  0.1123
H 4.76 4.53 0.35  0.1024
H 5.55 2.15 0.32  0.0982
H 3.94 0.38 -0.28  0.0979
F 1.33 3.41 7.28  0.1335
C 0.73 2.68 6.34  -0.1468
C -0.17 1.70 6.69  -0.1417
F -0.44 1.48 7.97  0.1257
C -0.79 0.95 5.70  -0.2008
F -1.69 0.07 6.14  0.1056
C -0.52 1.12 4.35  -0.2989
P -1.12 -0.01 2.99  1.1159
C -2.90 0.40 2.94  -0.3575
C -3.88 -0.57 2.75  -0.1088
C -5.20 -0.20 2.56  -0.0797
C -5.56 1.14 2.56  -0.0835
C -4.59 2.12 2.73  -0.0745
C -3.26 1.75 2.91  -0.0883
C -1.04 -1.70 3.72  -0.3473
C 0.04 -2.46 3.28  -0.1172
C 0.26 -3.75 3.75  -0.0739
C -0.62 -4.30 4.67  -0.0861
C -1.73 -3.57 5.09  -0.0787
C -1.94 -2.28 4.63  -0.1018
C 0.35 2.17 4.03  -0.5896
Br 0.70 2.68 2.25  1.0054
C 0.97 2.93 5.01  -0.2708
F 1.81 3.92 4.70  0.0804
H -3.61 -1.61 2.71  0.0952
H -5.95 -0.96 2.39  0.1071
H -6.59 1.43 2.39  0.1006
H -4.85 3.17 2.69  0.1028
H -2.51 2.52 3.03  0.0952
H 0.70 -2.04 2.54  0.0591
H 1.11 -4.32 3.39  0.1074
H -0.46 -5.30 5.04  0.0988
H -2.43 -4.00 5.79  0.1011
H -2.81 -1.74 4.95  0.0987
S 4.07 -3.00 0.61  1.0820
C 3.98 -2.18 2.13  -0.4813
C 4.71 -2.37 3.30  -0.0970
C 4.44 -1.57 4.40  -0.0966
C 3.45 -0.58 4.32  -0.0744
C 2.72 -0.39 3.16  -0.0293
C 2.97 -1.21 2.06  -0.3366
N 2.29 -1.15 0.85  0.0539
C 2.75 -2.01 -0.02  -0.5232
C 2.26 -2.19 -1.40  -0.3083
C 2.85 -3.19 -2.20  -0.0973
C 2.38 -3.40 -3.48  -0.1152
C 1.32 -2.61 -3.95  -0.1074
C 0.77 -1.63 -3.14  -0.1377
C 1.20 -1.37 -1.82  -0.1923
H 5.48 -3.13 3.35  0.1026
H 4.99 -1.71 5.31  0.0972
H 3.25 0.04 5.19  0.0993
H 1.96 0.38 3.09  0.0516
H 3.66 -3.80 -1.83  0.0672
H 2.82 -4.16 -4.11  0.0888
H 0.94 -2.77 -4.96  0.0909
H -0.06 -1.05 -3.55  0.0842

# 2
Molecular formula: C49H30N11OS5Ti
Method: DFT, the ωB97M-V functional and the def2-TZVPD basis

Its energy above the lowest of the compared OMol25 structures with the same formula, charge and spin is 122.5 kcal/mol. Its multiplicity is 2. The calculation puts the calculated total energy at -147031.22374 eV. The gap between HOMO and LUMO (alpha / beta) comes out at 5.28 / 4.31 eV.

Each line ends with the Löwdin charge.
Positions of all 97 atoms, in Å:
Ti 0.42 -0.23 -0.32  0.9101
C -4.62 1.10 -3.92  -0.0706
C -4.49 2.49 -3.92  -0.0714
C -3.63 3.12 -3.04  -0.0059
C -2.94 2.34 -2.13  -0.0913
C -1.88 2.62 -1.16  -0.1827
N -1.97 1.58 -0.22  0.0834
C -2.10 0.42 -1.13  -0.3062
N -1.31 -0.52 -1.08  0.0494
C -1.33 1.52 0.99  -0.2556
C -1.57 2.31 2.14  -0.1046
C -2.41 3.40 2.40  -0.0323
C -2.35 3.99 3.64  -0.0956
C -1.48 3.50 4.63  -0.0898
C -0.66 2.43 4.40  -0.0206
C -0.69 1.83 3.15  -0.0997
C 0.09 0.80 2.54  -0.2873
N 1.26 0.35 3.01  0.1919
C 2.17 -0.04 2.15  -0.2893
N 1.95 0.05 0.80  -0.0463
C 3.14 0.13 0.15  -0.2623
N 3.29 0.87 -0.92  0.2091
C 2.33 1.72 -1.29  -0.2727
N 0.98 1.68 -1.02  0.0775
C 0.46 2.92 -1.30  -0.2212
N -0.81 3.28 -1.47  0.2357
C 1.52 3.80 -1.71  -0.1032
C 1.54 5.17 -1.98  -0.0091
C 2.76 5.74 -2.30  -0.0748
C 3.93 4.97 -2.34  -0.0755
C 3.91 3.62 -2.08  -0.0060
C 2.69 3.03 -1.76  -0.1000
C 4.19 -0.25 1.08  -0.1102
C 5.55 -0.45 0.93  -0.0134
C 6.30 -0.69 2.08  -0.0758
C 5.71 -0.66 3.34  -0.0907
C 4.35 -0.46 3.50  -0.0382
C 3.58 -0.28 2.36  -0.1054
N -0.37 0.61 1.25  0.0249
C -3.06 0.94 -2.13  -0.0821
C -3.88 0.31 -3.05  -0.0052
H -5.28 0.64 -4.64  0.1051
H -5.05 3.07 -4.62  0.1045
H -3.49 4.19 -3.04  0.1175
H -3.08 3.77 1.63  0.1048
H -2.97 4.84 3.86  0.0974
H -1.46 4.00 5.59  0.0983
H 0.01 2.06 5.16  0.1105
H 0.63 5.75 -1.94  0.1118
H 2.82 6.80 -2.50  0.1027
H 4.86 5.46 -2.59  0.1019
H 4.81 3.03 -2.10  0.1130
H 6.01 -0.44 -0.04  0.1180
H 7.36 -0.88 1.99  0.1070
H 6.34 -0.81 4.21  0.1076
H 3.90 -0.45 4.48  0.1141
H -3.95 -0.77 -3.08  0.1162
C 0.14 -1.94 4.74  -0.3789
S -0.06 -2.45 3.01  0.9108
C 1.59 -2.88 2.60  -0.9352
C 2.03 -2.99 1.32  -1.0716
S 1.13 -2.67 -0.11  0.6679
S 3.68 -3.58 1.14  0.9249
C 4.07 -3.69 2.83  -1.4669
S 5.52 -4.14 3.41  0.5597
S 2.73 -3.27 3.87  0.9406
H -0.85 -1.62 5.06  0.0391
H 0.82 -1.10 4.80  0.0160
H 0.48 -2.77 5.35  0.0158
N -5.49 0.00 1.88  0.1835
C -5.48 -1.35 1.91  -0.5214
O -6.36 -2.01 2.42  0.0694
C -4.29 -1.98 1.25  -0.1198
C -4.46 -3.10 0.44  0.0002
C -3.34 -3.68 -0.12  -0.0362
C -2.10 -3.13 0.15  -0.1815
N -1.93 -2.07 0.92  -0.0390
C -3.00 -1.51 1.47  -0.1076
H -6.25 0.48 2.32  0.1141
H -4.75 0.54 1.46  0.0911
H -5.45 -3.49 0.27  0.1214
H -3.43 -4.56 -0.75  0.1032
H -1.20 -3.56 -0.26  0.0348
H -2.80 -0.68 2.14  0.1197
N 1.11 -0.82 -2.33  0.1204
C 0.99 -1.66 -3.12  -0.1062
C 0.77 -2.73 -4.00  -0.1990
C 0.91 -2.58 -5.39  -0.0142
C 0.62 -3.65 -6.21  -0.0674
C 0.20 -4.86 -5.67  -0.0618
C 0.08 -5.01 -4.30  -0.0565
C 0.37 -3.95 -3.46  -0.0101
H 1.24 -1.64 -5.80  0.1214
H 0.72 -3.54 -7.28  0.1083
H -0.04 -5.69 -6.32  0.1087
H -0.24 -5.95 -3.88  0.1115
H 0.30 -4.05 -2.39  0.0734